{"formula": "C85H70F17O3SSn", "method": "wB97M-V/def2-TZVPD", "mol_weight_g_mol": 1613.2, "de_lowest_kj_mol": 0.00, "e_tot_ha": -5816.657441, "homo_lumo_gap_ev": 7.8, "total_charge": 1, "homo_ev": -10.7, "spin_multiplicity": 1, "species": ["Sn", "C", "F", "F", "F", "S", "O", "O", "O", "F", "C", "C", "C", "C", "C", "C", "H", "H", "H", "H", "H", "F", "C", "C", "C", "C", "C", "C", "H", "H", "H", "H", "H", "F", "C", "C", "C", "C", "C", "C", "H", "H", "H", "H", "H", "F", "C", "C", "C", "C", "C", "C", "H", "H", "H", "H", "H", "F", "C", "C", "C", "C", "C", "C", "H", "H", "H", "H", "H", "F", "C", "C", "C", "C", "C", "C", "H", "H", "H", "H", "H", "F", "C", "C", "C", "C", "C", "C", "H", "H", "H", "H", "H", "F", "C", "C", "C", "C", "C", "C", "H", "H", "H", "H", "H", "F", "C", "C", "C", "C", "C", "C", "H", "H", "H", "H", "H", "F", "C", "C", "C", "C", "C", "C", "H", "H", "H", "H", "H", "F", "C", "C", "C", "C", "C", "C", "H", "H", "H", "H", "H", "F", "C", "C", "C", "C", "C", "C", "H", "H", "H", "H", "H", "F", "C", "C", "C", "C", "C", "C", "H", "H", "H", "H", "H", "F", "C", "C", "C", "C", "C", "C", "H", "H", "H", "H", "H"], "xyz": [[3.04461, -1.83856, -1.97040], [-0.24316, 0.14074, 0.38333], [0.70585, 0.28021, 1.35803], [-1.48943, -0.19042, 0.74224], [-0.46880, 1.30182, -0.16997], [0.31913, -1.17807, -0.75710], [0.59001, -2.45496, -0.17289], [-0.69917, -1.07222, -1.80619], [1.66232, -0.49571, -1.30390], [3.44377, -3.56321, 0.21652], [3.17612, -4.71343, 0.92189], [1.85690, -5.04348, 1.19043], [1.64879, -6.29212, 1.89142], [2.75892, -7.09704, 2.14450], [4.00772, -6.69894, 1.83006], [4.25332, -5.51898, 1.17002], [1.04464, -4.42106, 0.86411], [0.66327, -6.67186, 2.02905], [2.62109, -8.08842, 2.53163], [4.85399, -7.36192, 2.02744], [5.27813, -5.26573, 0.89727], [6.02072, -1.25874, -2.76934], [6.93737, -0.46755, -2.16495], [6.91797, 0.85335, -2.48155], [7.89571, 1.68597, -1.96219], [8.83283, 1.19840, -1.03587], [8.76230, -0.14332, -0.72005], [7.86935, -1.02641, -1.31373], [6.15583, 1.26414, -3.14209], [7.77367, 2.75469, -2.15235], [9.57724, 1.83629, -0.56569], [9.55183, -0.61496, -0.09249], [7.81207, -2.08184, -1.09435], [3.27356, 0.44479, -2.96477], [2.95829, 1.64950, -3.61933], [2.23962, 2.58047, -2.90046], [2.06653, 3.83459, -3.48116], [2.65926, 4.06176, -4.69884], [3.29547, 3.06997, -5.46069], [3.41020, 1.80913, -4.92832], [2.01908, 2.31535, -1.85304], [1.42440, 4.58851, -2.97651], [2.59527, 5.04562, -5.12457], [3.67648, 3.28145, -6.45684], [3.91321, 1.02256, -5.47855], [1.50411, 4.25028, 7.86448], [1.60878, 4.21068, 6.53196], [0.65432, 3.50335, 5.81978], [0.76400, 3.46472, 4.46038], [1.82086, 4.09009, 3.76658], [2.75060, 4.79184, 4.48213], [2.68498, 4.81280, 5.91961], [-0.15341, 3.04232, 6.33396], [-0.00854, 2.92674, 3.91128], [1.86292, 3.94194, 2.71827], [3.63347, 5.24993, 4.05773], [3.44025, 5.25954, 6.51683], [-4.89033, -5.63377, 2.94032], [-3.73669, -4.90184, 2.81228], [-3.14737, -4.80258, 1.58168], [-2.00931, -4.05601, 1.43901], [-1.47445, -3.39085, 2.54708], [-2.08193, -3.48114, 3.78874], [-3.20648, -4.29792, 3.94479], [-3.64565, -5.23137, 0.73302], [-1.59693, -3.89445, 0.45944], [-0.60137, -2.72046, 2.44687], [-1.75549, -2.95501, 4.65105], [-3.79194, -4.29230, 4.84768], [-5.14513, 0.50287, 5.73221], [-3.80686, 0.39675, 5.64575], [-3.08561, -0.09444, 6.75609], [-1.70107, -0.07915, 6.65413], [-1.03937, 0.35188, 5.51058], [-1.75400, 0.73677, 4.40695], [-3.13432, 0.78909, 4.47878], [-3.60600, -0.62562, 7.57279], [-1.09488, -0.51354, 7.45925], [0.05272, 0.25490, 5.46966], [-1.29345, 1.07504, 3.49492], [-3.81726, 1.00613, 3.65302], [3.97042, 3.27784, -0.38449], [3.02320, 4.22784, -0.09794], [1.72575, 3.83146, 0.08112], [0.76147, 4.84184, 0.31094], [1.20007, 6.16889, 0.36359], [2.55732, 6.47485, 0.19593], [3.47951, 5.50605, -0.00607], [1.50411, 2.75991, 0.02563], [-0.28828, 4.68049, 0.41332], [0.45989, 6.93268, 0.49689], [2.87368, 7.49759, 0.28645], [4.53721, 5.73366, -0.27173], [-2.14487, 3.42934, 2.35374], [-2.19734, 4.78634, 2.23943], [-2.70009, 5.37021, 1.09900], [-2.76232, 6.74286, 0.99920], [-2.39392, 7.54551, 2.04662], [-1.82199, 6.96253, 3.19281], [-1.68805, 5.56388, 3.27264], [-3.09705, 4.71346, 0.32443], [-3.17897, 7.18043, 0.10915], [-2.50395, 8.60345, 2.09081], [-1.49209, 7.58903, 4.01199], [-1.28569, 5.14260, 4.16442], [-1.26982, 4.91668, -2.24791], [-2.19545, 3.99561, -2.65802], [-3.45625, 4.47958, -2.88848], [-4.44824, 3.53497, -3.05059], [-4.19233, 2.15839, -3.10136], [-2.87021, 1.72879, -2.95782], [-1.83724, 2.66922, -2.80111], [-3.60323, 5.56255, -2.87897], [-5.48279, 3.84867, -3.11533], [-4.94528, 1.42722, -3.19486], [-2.62152, 0.67671, -2.96724], [-0.74247, 2.41437, -2.70204], [-3.99006, -3.18369, -5.85639], [-4.37023, -3.32365, -4.54686], [-3.67075, -2.62388, -3.56147], [-4.02785, -2.82480, -2.25254], [-5.03329, -3.75001, -1.90210], [-5.66853, -4.43587, -2.88885], [-5.36525, -4.21054, -4.21843], [-2.80902, -1.96703, -3.76374], [-3.55037, -2.27816, -1.47144], [-5.35790, -3.87188, -0.87779], [-6.46992, -5.13139, -2.70030], [-5.89041, -4.66623, -5.04111], [4.51723, -0.54694, 0.40934], [3.93703, -0.36461, 1.65716], [3.33689, -1.43545, 2.33933], [2.79686, -1.13298, 3.58420], [2.89449, 0.15941, 4.08191], [3.35958, 1.24260, 3.29324], [3.92519, 0.94304, 2.05920], [3.48022, -2.44720, 2.01663], [2.29152, -1.89449, 4.17112], [2.58010, 0.33489, 5.08762], [3.30375, 2.22751, 3.69618], [4.43836, 1.71722, 1.49412], [2.40147, -1.54243, -4.58212], [1.30561, -1.52637, -5.46145], [0.54651, -0.35130, -5.48511], [-0.62899, -0.40512, -6.18993], [-0.99854, -1.60804, -6.81970], [-0.15084, -2.72127, -6.79140], [1.01796, -2.69812, -6.07131], [0.89508, 0.55785, -4.99128], [-1.24962, 0.46071, -6.36036], [-1.86275, -1.63555, -7.47296], [-0.48771, -3.62886, -7.30753], [1.74906, -3.48393, -5.86742], [-7.98879, 0.18725, -0.52521], [-6.93259, -0.51103, 0.01121], [-7.20215, -1.65889, 0.68298], [-6.15182, -2.20913, 1.43348], [-4.88525, -1.62595, 1.53170], [-4.65563, -0.51246, 0.69909], [-5.66881, 0.04914, -0.04991], [-8.14415, -2.17127, 0.54129], [-6.36942, -3.08511, 2.00982], [-4.05643, -2.05172, 2.13403], [-3.69541, -0.03686, 0.70846], [-5.54528, 0.97196, -0.63007], [1.69179, -3.55601, -3.13076], [0.70400, -4.51922, -2.74882], [-0.52794, -4.22871, -3.25728], [-1.50839, -5.10983, -2.81772], [-1.24847, -6.14473, -2.00202], [0.02484, -6.40978, -1.55598], [1.10663, -5.53830, -1.90058], [-0.68625, -3.30415, -3.84622], [-2.53224, -4.92356, -3.08212], [-2.05730, -6.77660, -1.75646], [0.23256, -7.24951, -0.89640], [2.16307, -5.66206, -1.70393]], "forces_ev_per_angstrom": [[0.9, 0.0, -0.3], [-0.2, 0.2, 1.1], [-1.7, -0.3, -0.6], [0.8, -1.2, 1.5], [1.4, 0.9, -1.0], [-0.7, 2.0, -4.1], [0.3, 0.3, 0.4], [1.5, -0.5, 1.6], [-2.4, -1.2, 1.4], [-0.2, 0.3, -0.4], [-0.6, -0.1, -0.6], [0.4, -1.8, 1.4], [1.3, 1.6, -1.8], [-2.1, -0.3, 0.4], [2.1, -0.4, -0.3], [0.7, 0.2, 0.4], [-0.1, 0.1, 0.1], [-0.6, 0.0, 0.3], [-0.2, -0.2, 0.4], [-0.3, 0.2, 0.0], [-0.4, 0.2, 0.0], [-0.5, -0.5, 0.0], [0.5, -0.5, 0.1], [0.0, 1.1, -0.5], [-0.2, 0.6, 1.0], [-0.7, 0.3, -0.6], [1.7, -1.4, 0.5], [-0.8, 0.6, -0.1], [0.1, -0.2, 0.1], [0.5, -0.3, -0.1], [-0.2, -0.1, -0.2], [-0.8, 0.6, -0.2], [0.3, 0.0, 0.1], [0.2, 0.5, -0.5], [0.0, -0.3, -0.2], [0.7, -0.8, 0.7], [-0.7, -0.1, 0.7], [0.0, 0.5, -1.1], [-0.4, 0.5, 0.4], [0.4, -0.4, 0.7], [-0.3, 0.3, -0.9], [0.8, -0.5, -0.4], [-0.1, 0.3, -0.2], [-0.1, 0.0, 0.2], [-0.1, -0.1, 0.2], [0.0, 0.0, 0.4], [0.5, -0.1, -0.3], [0.3, 0.6, 0.2], [0.0, -0.2, -1.0], [-1.1, -0.3, 1.0], [0.8, -0.1, 2.2], [-0.9, -0.3, -1.7], [-0.5, -0.4, 0.3], [0.3, 0.1, 0.0], [0.2, 0.3, -0.8], [-0.1, 0.0, -0.4], [0.5, 0.5, 0.3], [0.7, 0.5, -0.2], [-0.4, -0.5, 1.1], [-0.6, -0.3, -0.4], [0.6, 0.9, 0.6], [0.7, 0.7, -0.2], [-0.8, -1.1, -0.4], [-0.4, 0.6, -0.8], [-0.1, -0.3, -0.3], [0.2, -0.1, -0.2], [-0.5, -0.5, -0.1], [0.5, 0.5, 0.4], [0.1, -0.3, 0.3], [0.3, -0.2, -0.3], [1.4, -0.1, 0.6], [-0.7, -0.2, -0.7], [0.3, -0.7, 0.5], [0.9, -0.6, 0.4], [-0.7, 0.6, -0.3], [-2.0, -0.5, 0.5], [0.3, 0.8, -0.3], [-0.4, 0.3, -0.2], [-0.5, 0.3, 0.0], [0.3, -0.1, -0.2], [0.6, 0.3, 0.0], [-0.4, 0.0, 0.1], [0.8, -1.3, 0.0], [-1.0, 0.1, 0.2], [1.6, 0.4, -0.3], [0.2, -0.9, -0.2], [-1.4, 1.2, 0.7], [1.7, 0.2, -1.0], [-0.1, 0.6, 0.2], [-0.4, -0.5, 0.1], [-0.1, 0.4, 0.1], [0.1, 0.3, -0.1], [-0.9, -0.2, 0.5], [0.0, 0.3, -0.2], [0.5, 0.4, 0.6], [-0.3, -1.2, -0.3], [-0.5, 0.3, -0.4], [1.0, -0.5, 1.7], [-0.3, -0.8, -0.8], [-0.6, 1.0, -0.2], [0.2, 0.2, 0.0], [-0.1, 0.1, -0.2], [-0.2, 0.6, -0.5], [0.0, -0.1, 0.0], [0.2, -0.5, 0.3], [0.1, -0.5, -0.5], [0.8, 0.4, 0.0], [-0.1, 0.1, 0.3], [-1.1, -0.5, -0.4], [1.8, 1.0, 0.6], [0.4, 0.6, -0.3], [0.9, -0.3, 0.6], [-0.2, -0.5, 0.1], [0.0, 0.1, -0.2], [-1.0, -0.5, -0.1], [0.0, -0.1, -0.1], [-1.4, 0.1, 0.0], [-0.4, 0.0, 0.8], [0.9, 0.3, 0.0], [0.6, 0.3, -0.6], [-1.0, -0.8, 0.6], [0.7, 0.9, 0.5], [-0.8, -0.5, -0.8], [0.3, 0.3, -1.0], [-0.6, -0.3, -0.3], [0.4, 0.3, 0.4], [0.2, 0.0, 0.1], [-0.1, -0.1, 0.3], [-0.1, -0.3, 0.0], [-0.2, -0.7, 0.2], [-0.4, -0.6, -0.6], [1.0, 1.1, -0.2], [0.2, 0.3, 0.0], [-0.3, 0.8, -0.8], [0.0, -2.2, 0.6], [0.0, 0.8, 0.7], [-0.3, -0.1, -0.2], [0.3, 0.0, 0.0], [-0.4, 0.3, 0.4], [0.2, 0.4, 0.1], [-0.3, -0.2, -0.2], [0.0, 0.3, -0.5], [0.1, 1.5, 1.6], [0.8, -0.3, 0.3], [-0.5, -0.8, -1.0], [0.8, 0.2, -0.4], [-1.5, -0.5, -0.6], [0.9, -0.2, 0.4], [-0.1, -0.4, -0.1], [0.0, 0.2, 0.3], [-0.1, 0.0, 0.3], [0.3, 0.4, 0.2], [-0.6, -0.2, -0.5], [0.8, -0.6, -0.1], [-0.7, 1.4, -0.4], [0.8, -1.0, 0.2], [0.1, 0.1, 0.3], [-0.1, 0.2, -1.0], [0.1, -0.4, 0.7], [-0.4, 0.7, -0.3], [-0.1, 0.2, 0.4], [0.0, -0.5, 0.2], [-0.8, 0.3, -0.4], [0.3, 0.1, -0.1], [0.1, -0.4, 0.3], [0.0, -0.5, 0.4], [1.2, 0.8, 0.0], [-0.2, 0.2, 0.4], [-0.9, 2.0, -1.4], [0.8, -1.1, 0.6], [2.2, 0.5, 0.5], [-1.9, -0.3, -1.0], [0.0, -0.9, 0.4], [-0.3, 0.0, -0.3], [-0.6, -0.7, 0.5], [-0.1, 0.1, -0.2], [-0.2, -0.2, 0.4]]}